Entry 1:
The following is a DFT calculation (ωB97M-V/def2-TZVPD) of the molecule C11H17N3O6.

```
! wB97M-V def2-TZVPD RIJCOSX def2/J DEFGRID3
* xyz 0 1
C -0.06 -1.26 2.00
N 0.83 -0.13 1.86
C 2.09 -0.34 1.21
C 2.11 -0.03 -0.33
N 3.54 -0.12 -0.69
O 4.26 0.75 -0.26
O 3.91 -1.07 -1.35
C 1.29 -1.00 -1.18
C -0.16 -0.64 -1.25
C -0.68 0.45 -0.70
O -1.98 0.86 -0.67
C -3.00 0.04 -1.19
C -3.43 -1.07 -0.21
O -2.63 -2.23 -0.28
C 0.20 1.44 0.05
N -0.37 2.80 -0.20
O -0.82 3.41 0.74
O -0.34 3.20 -1.34
C 0.23 1.14 1.56
C 1.61 1.40 -0.53
H 0.52 -2.12 2.34
H -0.79 -1.02 2.77
H -0.61 -1.54 1.09
H 2.42 -1.37 1.38
H 2.82 0.34 1.66
H 1.39 -2.02 -0.79
H 1.70 -1.02 -2.19
H -0.77 -1.36 -1.76
H -3.84 0.73 -1.33
H -2.72 -0.37 -2.16
H -3.32 -0.70 0.81
H -4.48 -1.31 -0.39
H -2.83 -2.71 -1.10
H -0.78 1.17 1.97
H 0.82 1.93 2.05
H 1.59 1.66 -1.59
H 2.26 2.10 0.00
*
```

## Properties
- energy relative to the best compared isomer or geometry (same formula, charge and spin) (kcal/mol) = 2.3
- energy (eV) = -28431.852
- LUMO energy (eV) = 0.31
- HOMO-LUMO gap (eV) = 9.03



Entry 2:
The following is a DFT calculation (ωB97M-V/def2-TZVPD) of a structure of composition C11H17N4OPtS5Sb.

```
! wB97M-V def2-TZVPD RIJCOSX def2/J DEFGRID3
* xyz -2 3
Pt 1.44 1.33 0.29
S 0.89 3.72 -4.02
Sb 1.38 4.01 -1.81
S -0.21 3.02 -0.33
S 2.91 2.18 -1.16
S 2.14 6.07 -1.23
C 0.46 1.40 7.20
C 0.77 1.91 5.82
C 1.03 3.25 5.58
C 1.30 3.59 4.26
N 1.31 2.71 3.27
C 1.04 1.43 3.59
S 0.98 0.24 2.34
N 0.77 1.01 4.85
H 0.57 2.18 7.95
H 1.12 0.57 7.44
H -0.57 1.02 7.23
H 1.03 3.99 6.37
H 1.53 4.61 3.98
C -0.05 0.21 -2.97
N -0.43 -1.19 -3.08
C -0.94 -1.58 -4.38
C -0.93 -3.08 -4.55
C -1.65 -3.71 -3.38
N -1.06 -3.26 -2.14
C -1.47 -3.98 -0.96
C -0.58 -1.95 -1.96
O -0.29 -1.56 -0.83
H 0.75 0.43 -3.67
H 0.28 0.43 -1.96
H -0.89 0.87 -3.20
H -0.32 -1.09 -5.13
H -1.96 -1.19 -4.52
H 0.10 -3.44 -4.58
H -1.41 -3.36 -5.49
H -1.57 -4.80 -3.42
H -2.72 -3.46 -3.42
H -1.17 -5.03 -1.04
H -2.56 -3.95 -0.83
H -1.01 -3.53 -0.09
*
```

## Properties
- energy relative to the best compared isomer or geometry (same formula, charge and spin) (kcal/mol) = 23.6
- energy (eV) = -83655.150
- LUMO energy (alpha / beta) (eV) = 4.17 / 4.17
- HOMO-LUMO gap (alpha / beta) (eV) = 4.94 / 5.64



Entry 3:
The following is a DFT calculation (ωB97M-V/def2-TZVPD) of the molecule C11H17N5O4 in a non-equilibrium geometry.

```
! wB97M-V def2-TZVPD RIJCOSX def2/J DEFGRID3
* xyz 0 1
N -0.72 -2.29 -0.86
C 0.51 -2.69 -0.50
O 0.78 -3.79 0.00
C 1.66 -1.63 -0.68
C 2.22 -1.34 0.70
C 1.12 -1.16 1.80
N -0.10 -0.43 1.51
C -0.11 0.71 0.78
O 0.88 1.07 0.18
C -1.43 1.46 0.88
N -1.64 2.18 2.15
C -1.49 2.35 -0.39
C -1.28 1.64 -1.71
C -1.33 2.19 -2.93
N -1.19 1.21 -3.88
C -1.04 0.01 -3.21
N -1.07 0.19 -1.87
C 1.70 -0.50 3.15
O 0.93 0.13 3.84
O 2.96 -0.59 3.52
H -1.34 -3.03 -0.83
H -0.82 -1.30 -1.40
H 1.25 -0.71 -1.16
H 2.37 -2.06 -1.41
H 2.90 -2.08 1.00
H 2.76 -0.43 0.65
H 0.74 -2.11 2.11
H -0.79 -0.52 2.23
H -2.28 0.73 0.84
H -0.86 2.80 2.42
H -1.72 1.48 2.90
H -0.74 3.11 -0.27
H -2.45 2.88 -0.46
H -1.53 3.21 -3.21
H -1.24 1.36 -4.92
H -1.05 -0.94 -3.78
H 3.41 -1.14 2.81
*
```

## Properties
- energy relative to the best compared isomer or geometry (same formula, charge and spin) (kcal/mol) = 44.2
- energy (eV) = -27323.857
- LUMO energy (eV) = 0.40
- HOMO-LUMO gap (eV) = 9.40